20
Properties=species:S:1:pos:R:3 method="wB97M-V/def2-TZVPD" e_tot_ev=-13443.24779 charge=+1 homo_energy_ev=-14.5 e_above_lowest_kcal_mol=0.0 orbital_gap_ev=11.06 lumo_energy_ev=-3.47
O 0.3551 -1.3123 -2.0146
C -0.6037 -1.1365 -1.3110
C -0.5173 -1.3016 0.1974
C -1.2434 -0.2449 1.0602
C -0.8466 1.1651 0.6653
N -1.8403 2.0680 0.6487
O 0.3235 1.4729 0.5090
N 0.9377 -1.3229 0.5654
H -1.6011 -0.9424 -1.7353
H -0.9032 -2.2922 0.3922
H -2.3180 -0.3794 0.9107
H -1.0082 -0.4205 2.0961
H -1.7006 3.0744 0.7264
H -2.7965 1.7226 0.6221
H 1.0808 -1.7220 1.4609
H 1.4043 -0.4061 0.4422
H 1.4640 -1.8404 -0.1128
H 2.1184 1.2826 -0.2014
H 3.1894 0.5395 -1.1508
O 2.6522 0.4684 -0.3508


18
Properties=species:S:1:pos:R:3 method="wB97M-V/def2-TZVPD" e_tot_ev=-18142.34632 charge=-1 homo_energy_ev=-2.4 e_above_lowest_kcal_mol=17.3 smiles=C[C@@H](C[S-])NCN orbital_gap_ev=6.09 lumo_energy_ev=3.73
C -1.0782 -1.1845 -1.1716
C -0.4842 -0.4700 0.0116
C 1.0535 -0.4901 -0.0050
S 1.7206 -2.1885 0.1129
N -1.1073 0.9093 0.1022
C -0.2220 2.0235 0.3759
N -1.0692 3.2485 0.3799
H -0.7185 -0.7930 -2.1173
H -2.1707 -1.1001 -1.1772
H -0.8484 -2.2449 -1.0894
H -0.7760 -0.9474 0.9433
H 1.4084 0.0383 -0.8962
H 1.4037 0.0358 0.8785
H -1.5516 1.1135 -0.7875
H 0.2650 1.8888 1.3384
H 0.5424 2.1381 -0.4032
H -1.9863 2.9093 0.6605
H -0.7552 3.9046 1.0812


18
Properties=species:S:1:pos:R:3 method="wB97M-V/def2-TZVPD" e_tot_ev=-18139.47909 charge=-1 homo_energy_ev=-0.4 e_above_lowest_kcal_mol=83.5 orbital_gap_ev=4.26 lumo_energy_ev=3.83
C 0.4402 -0.7059 -2.8034
C 0.5097 -0.5212 -1.3036
S -0.8710 0.6020 -0.9814
H 0.4821 0.2691 -3.3169
H -0.5685 -1.0930 -3.0558
H 1.1269 -1.4047 -3.3016
H 1.4504 -0.0397 -0.9965
H 0.3331 -1.4208 -0.6896
C -0.6243 0.8936 0.8315
C 0.0332 -0.1801 1.5928
N -0.7903 -1.1140 2.3062
N -0.0416 2.3104 0.9444
H -1.6921 1.0400 1.1299
H 1.0821 -0.1977 1.8972
H -0.3004 -1.4959 3.1224
H -1.0561 -1.9220 1.6732
H 0.9371 2.1557 1.1668
H -0.4504 2.8243 1.7845


18
Properties=species:S:1:pos:R:3 method="wB97M-V/def2-TZVPD" e_tot_ev=-18141.77900 charge=-1 homo_energy_ev=-2.6 e_above_lowest_kcal_mol=30.4 smiles=CN[C@H](CN)C[S-] orbital_gap_ev=6.32 lumo_energy_ev=3.70
C 1.5778 -0.0451 1.5562
N 0.6338 -1.0299 1.0072
C -0.1691 -0.6457 -0.1116
C 0.3524 0.4292 -1.1036
N -0.2849 0.1576 -2.4338
C -1.5691 -0.0162 0.4574
S -3.0099 0.0711 -0.7144
H 2.1092 -0.4481 2.4165
H 2.2687 0.1595 0.7580
H 1.2465 0.9575 1.8806
H 0.0192 -1.3002 1.7703
H -0.5564 -1.5307 -0.6550
H 1.4782 0.3749 -1.1678
H 0.2104 1.3875 -0.5969
H -0.0110 0.9839 -2.9615
H -1.2977 0.2357 -2.2422
H -1.2371 0.9568 0.8593
H -1.7610 -0.6978 1.2814


18
Properties=species:S:1:pos:R:3 method="wB97M-V/def2-TZVPD" e_tot_ev=-18141.31107 charge=-1 homo_energy_ev=-2.2 e_above_lowest_kcal_mol=41.2 smiles=NCCNCC[S-] orbital_gap_ev=5.50 lumo_energy_ev=3.35
N 0.3811 1.7737 2.5334
C -0.0505 0.8846 1.4871
C 0.9191 0.4439 0.4549
N 0.6392 -0.6702 -0.4376
C -0.7739 -0.7624 -0.8875
C -0.6368 -1.3469 -2.3706
S -2.2329 -1.2281 -3.2051
H 1.0866 1.3479 3.1277
H 0.8660 2.5807 2.1555
H -1.0069 1.3553 1.0948
H -0.5559 -0.0387 1.8094
H 1.3074 1.2001 -0.2488
H 1.8987 0.3652 0.9805
H 0.9579 -1.5608 -0.0838
H -1.3924 -1.4883 -0.4017
H -1.3309 0.1747 -0.8519
H 0.1359 -0.6906 -2.8072
H -0.2116 -2.3401 -2.3491


18
Properties=species:S:1:pos:R:3 method="wB97M-V/def2-TZVPD" spin_multiplicity=2 s_squared=0.753 e_tot_ev=-18137.83855 homo_energy_ev="-8.5 / -8.4" e_above_lowest_kcal_mol=61.8 orbital_gap_ev="9.30 / 6.09" lumo_energy_ev="0.84 / -2.31"
C 0.4910 -0.5624 0.6895
N 0.3417 -0.6669 -0.9537
C 1.5026 0.0407 -1.6819
N 1.1889 1.4596 -1.5170
C -0.7933 -1.0387 1.4213
C -1.6434 0.2405 1.3457
S -2.2883 1.0099 -0.2304
H 0.6817 0.5116 0.8083
H 1.3471 -1.2073 0.8879
H -0.5202 -0.2051 -1.2606
H 2.3820 -0.4630 -1.1220
H 1.6948 -0.0801 -2.7173
H 0.3411 1.3916 -0.9499
H 0.8020 1.9502 -2.3200
H -1.3061 -1.9119 0.9994
H -0.3971 -1.1517 2.5122
H -1.1583 0.7586 2.2396
H -2.6662 -0.0757 1.8489


18
Properties=species:S:1:pos:R:3 method="wB97M-V/def2-TZVPD" e_tot_ev=-18132.03498 charge=+1 homo_energy_ev=-14.1 e_above_lowest_kcal_mol=80.3 orbital_gap_ev=9.05 lumo_energy_ev=-5.05
C 0.4213 -0.9541 0.2158
C 2.5774 0.2260 -0.2711
C -3.1561 0.1795 -0.6079
C 0.9653 0.3229 -0.1956
N 0.7400 -2.1141 0.3301
N 0.6611 1.2411 0.8903
S -1.7440 -0.2897 0.5977
H 2.9316 -0.1382 0.6409
H 3.1422 1.1278 -0.3533
H 2.8237 -0.5520 -1.0363
H -2.6421 0.1434 -1.5116
H -3.9752 -0.4096 -0.2587
H 0.6990 0.7322 -1.0960
H 0.2596 -2.9233 0.7435
H 0.1377 2.0594 0.6531
H -3.5054 1.2476 -0.3281
H 1.5092 1.6630 1.1386
H -1.8453 -1.5618 0.4487


18
Properties=species:S:1:pos:R:3 method="wB97M-V/def2-TZVPD" e_tot_ev=-18132.74272 charge=+1 homo_energy_ev=-14.2 e_above_lowest_kcal_mol=64.0 orbital_gap_ev=10.30 lumo_energy_ev=-3.88
C -1.4180 -1.5729 1.0169
C -0.4249 -0.7975 0.6110
C 0.6094 -0.9506 -0.5118
C 1.4740 1.0513 0.0438
N -1.3668 1.1637 -1.1624
N 1.9049 -0.1679 -0.3212
S 0.1330 0.7528 1.5279
H -2.0848 -1.0847 1.7043
H -1.5340 -2.4808 0.5305
H 0.9096 -1.9930 -0.7044
H 0.1587 -0.5031 -1.4169
H 2.0994 1.8239 0.5922
H 1.0184 1.4711 -0.8746
H -1.5517 1.5447 -0.3140
H -2.0693 0.5045 -1.4132
H 2.4392 -0.7113 0.3678
H -1.4126 1.9105 -1.8622
H 1.1155 0.0393 2.1863


18
Properties=species:S:1:pos:R:3 method="wB97M-V/def2-TZVPD" e_tot_ev=-72644.59690 charge=+1 homo_energy_ev=-11.9 e_above_lowest_kcal_mol=16.2 orbital_gap_ev=7.52 lumo_energy_ev=-4.41
C -0.0336 -0.0915 1.1591
C -0.9302 1.4500 -1.1697
C 1.1609 -0.0858 0.3481
C 2.1922 0.7671 0.5708
N -2.9302 -1.3519 -0.1212
N 3.3416 0.7881 -0.1174
Se -1.6951 0.8653 0.2697
H -0.4479 -1.0776 1.3439
H 0.0597 0.4701 2.0860
H 0.1133 1.2239 -1.3567
H -1.4662 2.0498 -1.8852
H 1.2497 -0.8380 -0.4212
H 2.1133 1.5110 1.3545
H -2.8980 -1.6064 -1.1041
H -3.8951 -1.1210 0.1013
H 3.5306 0.0756 -0.8040
H -2.6843 -2.1722 0.4264
H 4.1165 1.3431 0.1966


18
Properties=species:S:1:pos:R:3 method="wB97M-V/def2-TZVPD" spin_multiplicity=2 s_squared=0.754 e_tot_ev=-8794.11309 charge=-1 homo_energy_ev="0.3 / -2.3" e_above_lowest_kcal_mol=31.3 orbital_gap_ev="3.96 / 6.45" lumo_energy_ev="4.28 / 4.11"
C -1.0881 -0.2488 -1.0817
C -1.0499 0.7920 0.0246
C -0.3542 0.2249 1.3270
N 2.2239 0.6741 -0.6320
C 1.9934 0.1415 0.6897
N 0.8903 -0.4265 1.1602
N -2.2836 -1.1037 -0.9939
H -1.1180 0.1922 -2.0850
H -0.1467 -0.8089 -1.0773
H -2.0755 1.0805 0.2672
H -0.3839 1.5955 -0.2783
H -0.2378 1.1376 1.9428
H -1.0469 -0.4662 1.8212
H 1.5275 1.1936 -1.1459
H 2.8704 0.1665 -1.2263
H 2.9482 0.0601 1.2096
H -2.2838 -1.7961 -1.7334
H -2.2475 -1.6305 -0.1243


18
Properties=species:S:1:pos:R:3 method="wB97M-V/def2-TZVPD" e_tot_ev=-8793.29303 homo_energy_ev=-7.4 e_above_lowest_kcal_mol=99.8 orbital_gap_ev=7.99 lumo_energy_ev=0.63
C 0.0224 1.4046 -0.9884
C -0.0641 0.8556 0.4063
N 1.6499 0.3612 0.8686
N -0.6658 1.3867 1.3975
H 1.6208 0.5681 1.8649
H 2.4924 0.7552 0.4521
H -1.3095 2.1289 1.1347
H -0.9354 1.3228 -1.4983
H 0.7636 0.8381 -1.5513
H 0.3092 2.4623 -0.9704
C -0.4798 -1.8903 -1.0248
C -0.6365 -1.0365 0.2094
N -1.3814 -1.4562 1.1434
H -1.4453 -0.7648 1.9023
H 1.3659 -0.6455 0.6822
H -0.8756 -1.3712 -1.9017
H 0.5789 -2.0808 -1.2197
H -1.0097 -2.8383 -0.9069


18
Properties=species:S:1:pos:R:3 method="wB97M-V/def2-TZVPD" e_tot_ev=-8794.67194 homo_energy_ev=-8.4 e_above_lowest_kcal_mol=68.0 smiles="[H]/N=C(/N)NCCC" orbital_gap_ev=9.31 lumo_energy_ev=0.89
H 0.1978 2.9119 1.6772
N 1.1947 2.6289 1.3588
C 1.3343 1.5361 0.7307
N 2.5241 1.1957 0.0193
N 0.1579 0.7216 0.6919
C 0.1715 -0.5009 -0.3348
C -0.9191 -1.6014 -0.0050
C -2.1972 -1.1865 -0.9063
H 3.1382 1.8752 0.3374
H 2.7874 0.2025 -0.0122
H -0.5733 1.1045 1.3632
H 0.0286 -0.0638 -1.2697
H 1.1597 -1.0165 -0.5393
H -1.0762 -1.7922 0.9551
H -0.5343 -2.4862 -0.4070
H -2.4478 -0.1796 -0.8699
H -2.0031 -1.4483 -2.0301
H -2.9431 -1.9009 -0.7592


18
Properties=species:S:1:pos:R:3 method="wB97M-V/def2-TZVPD" e_tot_ev=-8790.83338 homo_energy_ev="-5.9 / -5.9" e_above_lowest_kcal_mol=156.5 orbital_gap_ev="6.57 / 6.57" lumo_energy_ev="0.64 / 0.64"
C 0.8537 0.9217 0.4656
C -0.8272 -1.1414 -0.4336
C -0.5221 -0.9120 -1.8810
N 0.6865 -0.5084 0.6660
C -0.5189 1.4832 0.0097
N 0.3007 -0.9045 1.9829
N -0.7704 2.6983 -0.1687
H 1.4878 -1.0604 0.3750
H 0.9166 -0.4588 2.6601
H -0.6301 -0.5070 2.1142
H -0.0323 3.3818 0.0775
H 1.1836 1.4270 1.3793
H 1.6171 1.0783 -0.3046
H -0.6340 -2.1504 -0.0797
H -1.7716 -0.7608 -0.0822
H -0.8210 0.0940 -2.1809
H -1.0584 -1.6492 -2.4911
H 0.5400 -1.0311 -2.1087


18
Properties=species:S:1:pos:R:3 method="wB97M-V/def2-TZVPD" e_tot_ev=-8794.16578 homo_energy_ev=-9.4 e_above_lowest_kcal_mol=79.6 orbital_gap_ev=9.46 lumo_energy_ev=0.08
H 0.4927 3.6558 1.7353
N 0.5109 2.7833 2.2625
C 0.0527 1.7804 1.6450
N -0.6317 1.8172 0.4714
N -0.3100 2.0604 -0.6724
H 0.7167 2.1323 -0.8548
H -0.0009 0.8284 2.1647
C 0.4147 -1.0438 -1.7503
C 0.4481 -1.4959 -0.2940
C -0.9558 -1.5972 0.2858
H -0.1094 -1.7750 -2.3646
H -0.1057 -0.0903 -1.8428
H 1.4239 -0.9286 -2.1420
H 1.0414 -0.7888 0.2933
H 0.9404 -2.4680 -0.2249
H -1.5417 -2.3269 -0.2666
H -1.4659 -0.6362 0.2259
H -0.9205 -1.9070 1.3286